Record 1
A cluster of 3 separate species, C27H37FN2O3S in total at a distorted geometry. Source: OMol25; level of theory: ωB97M-V/def2-TZVPD.

Output
structure (SMILES)	C#CCC1=C(C#C)C(=O)C(CCSc2nnco2)=C(F)C1=O.CCCCCC.CCCCCC
highest occupied orbital energy	-9.214	eV
F_max	1.64	eV/A

```
71
Properties=species:S:1:pos:R:3:forces:R:3
C -4.84211 -6.06364 -3.47872 -0.359 -0.980 0.160
C -5.06951 -5.09332 -4.12699 -0.012 0.626 -0.441
C -5.21169 -3.87894 -4.91973 0.246 0.011 0.770
C -5.35684 -2.63852 -4.06649 0.094 0.352 -0.639
C -5.13603 -1.41331 -4.57453 -0.023 -0.401 0.408
C -4.76582 -1.15541 -5.91540 -0.525 -0.174 0.604
C -4.50019 -0.89376 -7.04507 0.327 0.425 -0.804
C -5.26683 -0.24450 -3.63916 -0.130 -0.360 0.109
O -5.75591 0.80681 -3.95167 0.221 0.372 -0.216
C -4.77104 -0.50354 -2.25886 0.040 -0.401 0.618
C -4.04807 0.59314 -1.55433 0.303 0.204 -0.298
C -2.79623 0.98435 -2.37922 -0.114 -0.236 -0.229
S -1.27080 0.81885 -1.42133 0.012 0.153 0.606
C -0.31574 -0.12394 -2.50011 -0.067 -0.042 -1.523
N -0.41171 -0.24303 -3.79879 -0.482 0.388 0.920
N 0.58464 -1.09801 -4.17987 0.954 -0.731 0.459
C 1.23243 -1.42737 -3.10338 -0.860 0.507 -1.305
O 0.70661 -0.83728 -2.01218 0.294 -0.104 0.747
C -5.00353 -1.72329 -1.77189 0.259 0.560 -0.155
F -4.65127 -2.09806 -0.53973 -0.273 0.016 -0.193
C -5.72905 -2.71722 -2.62203 -0.039 0.035 0.048
O -6.57395 -3.45182 -2.19097 0.011 -0.340 0.149
H -4.87129 -7.02082 -3.02334 0.293 -0.026 0.287
H -4.27129 -3.76288 -5.45375 -0.033 0.133 -0.419
H -6.02002 -3.97523 -5.63621 -0.148 0.038 -0.162
H -4.23524 -0.55570 -8.01455 0.030 -0.126 -0.178
H -4.68486 1.46697 -1.47137 -0.198 0.069 0.161
H -3.74159 0.25808 -0.57206 -0.139 0.009 0.262
H -2.68723 0.32889 -3.23693 0.139 -0.079 -0.122
H -2.86442 1.98591 -2.78055 -0.003 0.250 0.079
H 2.07698 -2.07818 -3.02135 0.181 -0.079 0.189
C 5.42309 -1.17355 3.71317 -0.074 -0.082 0.033
C 4.76065 -2.22977 2.83303 0.103 0.047 0.001
C 4.56055 -1.77696 1.38796 -0.032 -0.037 -0.030
C 3.64631 -0.56305 1.21711 0.018 0.042 0.013
C 2.24057 -0.72921 1.79002 -0.062 -0.018 -0.087
C 1.43806 -1.84687 1.12751 0.032 0.044 0.174
H 4.81313 -0.27217 3.79113 0.008 0.020 -0.007
H 5.57492 -1.55391 4.72409 0.022 0.023 0.008
H 6.39835 -0.88967 3.31267 -0.005 0.034 -0.014
H 3.80406 -2.52497 3.27234 -0.012 -0.008 -0.021
H 5.38396 -3.12763 2.83007 -0.025 -0.022 0.009
H 4.16844 -2.61537 0.80485 -0.012 0.010 0.000
H 5.53638 -1.54006 0.95229 0.012 -0.005 0.012
H 3.56834 -0.33562 0.14832 -0.019 0.010 -0.006
H 4.11450 0.31359 1.67448 0.008 -0.006 -0.001
H 1.70265 0.21424 1.65723 0.009 -0.024 0.042
H 2.28983 -0.90130 2.86878 0.025 0.023 0.012
H 1.34681 -1.66779 0.05733 0.009 -0.056 0.042
H 0.43229 -1.89301 1.54830 -0.020 -0.031 -0.046
H 1.89955 -2.82496 1.27537 0.013 0.008 0.006
C 1.21464 3.09015 0.94200 -0.039 0.103 -0.016
C 2.09206 4.08730 1.69150 0.046 -0.103 -0.053
C 2.93241 3.43954 2.79123 0.022 0.053 0.037
C 2.12891 2.77206 3.90851 -0.025 -0.053 -0.042
C 1.15047 3.69199 4.63621 0.072 0.010 0.084
C 1.82866 4.85630 5.35267 -0.110 -0.001 -0.043
H 0.48560 2.62015 1.60463 -0.001 -0.034 -0.013
H 0.65992 3.58191 0.14156 -0.005 -0.028 -0.016
H 1.82291 2.30179 0.49168 -0.013 -0.020 0.012
H 1.46936 4.88405 2.10722 0.017 0.004 0.027
H 2.76770 4.56909 0.98013 -0.010 0.031 0.006
H 3.59816 4.19398 3.21961 -0.001 -0.010 0.013
H 3.58603 2.68612 2.33920 -0.003 0.003 -0.024
H 2.83165 2.35480 4.63682 -0.003 -0.001 0.020
H 1.57844 1.91802 3.50272 0.015 0.007 -0.004
H 0.60012 3.09860 5.37087 -0.030 -0.001 -0.019
H 0.40414 4.07802 3.93655 -0.003 -0.019 -0.018
H 2.55308 4.49360 6.08459 0.033 0.007 -0.016
H 1.09386 5.46375 5.88261 0.022 0.013 0.021
H 2.35101 5.51155 4.65424 0.022 -0.002 0.005
```
Forces are in eV/Å.

Record 2
A structure of composition C11H16DyO8P at a distorted geometry. Source: OMol25; level of theory: ωB97M-V/def2-TZVPD.

Output
energy relative to the best compared isomer or geometry (same formula, charge and spin)	103.4	kJ/mol
charge	+2
multiplicity	6
highest occupied orbital energy (spin up / spin down)	-16.012 / -16.262	eV
F_max	11.19	eV/A

```
37
Properties=species:S:1:pos:R:3:forces:R:3
O -5.20604 -1.28089 -3.80614 3.461 2.143 0.216
C -4.22097 -0.67976 -3.72913 -3.424 -2.147 -0.151
Dy -1.06684 -1.05075 0.14323 0.163 1.376 0.061
O -3.45326 1.78448 -0.04215 2.296 -2.889 -0.152
C -2.67360 0.94237 -0.11479 -2.436 4.625 -0.560
C -2.18624 -0.24041 2.29462 -2.121 1.126 3.697
O -2.82859 0.11464 3.17295 2.011 -1.044 -2.697
C -2.94391 -2.73238 0.64723 -1.259 -10.807 2.634
O -3.51524 -3.71506 1.01979 2.746 5.436 -1.808
C -3.67150 -1.30035 0.37539 -2.829 6.206 -0.877
O -4.79144 -1.11476 0.17227 1.014 -1.702 0.204
H -0.88801 -2.78605 0.16411 0.305 -2.476 -0.507
C 2.86726 -0.94069 2.71348 -0.031 0.213 0.231
C 1.38355 -0.75180 2.47459 0.342 -0.105 0.618
O 0.99619 -1.07170 1.10898 -0.380 0.249 -1.549
P 2.05908 -1.08371 -0.34614 0.372 1.547 0.756
O 2.94513 0.22792 -0.13611 -1.036 -0.315 -0.720
C 2.67330 1.69368 -0.30575 0.816 -0.538 -0.129
C 1.52952 2.21158 0.50476 -0.282 0.337 0.264
O 0.68085 -0.49555 -1.24064 0.101 0.040 0.046
C 0.76159 0.11471 -2.61973 0.805 0.351 0.387
C -0.38086 1.09074 -2.78839 -0.068 -0.155 -0.114
H 3.17943 -1.96289 2.48710 -0.024 0.077 0.004
H 3.06559 -0.75408 3.77500 0.003 -0.076 -0.188
H 3.45834 -0.22873 2.12839 -0.080 -0.240 0.222
H 0.78919 -1.41059 3.11993 0.182 -0.009 -0.192
H 1.06805 0.27585 2.68044 0.105 -0.101 -0.075
H 3.62066 2.14448 0.00720 -0.236 -0.170 -0.080
H 2.54869 1.87808 -1.37913 0.082 -0.052 0.344
H 1.52497 1.80785 1.52286 0.062 0.175 -0.248
H 1.65069 3.29998 0.58410 -0.091 -0.222 0.025
H 0.56695 2.03897 0.01662 -0.024 -0.100 0.133
H 1.74806 0.62420 -2.69389 -0.716 -0.458 0.051
H 0.73045 -0.69196 -3.34237 -0.013 -0.171 0.011
H -0.39593 1.85379 -2.01046 0.119 0.036 0.009
H -0.27059 1.60681 -3.75227 -0.057 -0.184 0.221
H -1.35455 0.58199 -2.80595 0.121 0.026 -0.086
```
Forces are in eV/Å.